Record 1
Density functional theory data (ωB97M-V/def2-TZVPD) for an isolated molecule of C6H10.

Cartesian coordinates (Å):
C: -2.117 0.431 1.302
C: -1.431 0.868 0.281
C: -0.699 1.181 -0.754
C: 0.268 0.192 -1.372
C: 0.710 -0.952 -0.455
C: 1.541 -0.504 0.747
H: -3.043 -0.118 1.149
H: -1.778 0.580 2.324
H: -0.811 2.157 -1.228
H: 1.155 0.730 -1.730
H: -0.212 -0.232 -2.265
H: 1.302 -1.648 -1.061
H: -0.167 -1.513 -0.107
H: 0.942 0.056 1.472
H: 1.969 -1.368 1.267
H: 2.370 0.141 0.431

Its orbital gap is 10.53 eV. The SMILES is C=C=CCCC. The charge is 0. The LUMO energy is 1.134 eV. For the total energy, the calculation gives -6382.4942 eV. Its relative energy (zero: lowest compared OMol25 entry of this formula, charge and spin) is 131.7 kJ/mol.



Record 2
Density functional theory data (ωB97M-V/def2-TZVPD) for a cluster of 5 separate species, C23H37N2O15P in total.

Cartesian coordinates (Å):
C: -5.024 1.250 -0.306
C: -3.758 0.490 0.463
O: -3.862 0.027 1.740
N: -2.452 0.307 -0.338
C: -2.712 -0.996 -1.112
P: -1.227 0.014 0.975
C: -0.717 1.710 1.750
C: -0.409 2.881 0.645
C: 0.868 3.800 1.213
O: 1.077 4.996 0.366
O: 0.209 -0.766 0.298
C: 0.578 -0.149 -0.993
N: 0.508 0.371 -2.201
H: -5.846 1.601 0.463
H: -5.444 0.549 -1.157
H: -4.524 2.186 -0.853
H: -2.150 -1.922 -0.668
H: -2.287 -0.786 -2.206
H: -3.891 -1.161 -1.188
H: 0.205 1.539 2.451
H: -1.612 2.087 2.442
H: -0.081 2.499 -0.411
H: -1.302 3.628 0.492
H: 1.873 3.157 1.265
H: 0.562 4.111 2.323
H: 2.045 5.285 0.370
C: -1.578 9.195 0.090
C: -0.127 9.091 0.514
C: 0.792 10.009 -0.234
O: 2.035 9.337 -0.135
C: 1.743 8.005 -0.013
O: 2.566 7.110 -0.087
O: 0.405 7.816 0.197
H: -2.159 8.368 0.509
H: -2.017 10.141 0.425
H: -1.681 9.131 -0.998
H: -0.042 9.229 1.599
H: 0.851 11.003 0.217
H: 0.539 10.112 -1.296
C: 0.027 -6.187 -2.885
C: -1.251 -5.375 -2.962
C: -1.473 -4.480 -1.780
O: -2.883 -4.337 -1.772
C: -3.387 -5.472 -2.346
O: -4.567 -5.780 -2.344
O: -2.391 -6.216 -2.916
H: 0.032 -6.965 -3.655
H: 0.905 -5.548 -3.022
H: 0.116 -6.698 -1.922
H: -1.285 -4.816 -3.904
H: -0.985 -3.509 -1.891
H: -1.167 -4.928 -0.827
C: -0.697 0.235 7.543
C: -0.176 1.207 6.504
C: -0.917 1.156 5.201
O: 0.056 1.626 4.284
C: 1.274 1.306 4.819
O: 2.333 1.393 4.222
O: 1.143 0.870 6.108
H: 0.001 0.163 8.383
H: -1.674 0.552 7.922
H: -0.796 -0.774 7.131
H: -0.153 2.222 6.917
H: -1.800 1.801 5.195
H: -1.211 0.143 4.903
C: 6.069 -7.021 -3.572
C: 4.871 -7.824 -4.036
C: 4.125 -7.199 -5.176
O: 2.824 -7.737 -5.017
C: 2.681 -8.005 -3.682
O: 1.627 -8.306 -3.148
O: 3.876 -7.883 -3.028
H: 6.442 -7.407 -2.618
H: 6.876 -7.060 -4.310
H: 5.804 -5.972 -3.403
H: 5.175 -8.852 -4.267
H: 4.541 -7.471 -6.150
H: 4.057 -6.106 -5.109

Its orbital gap is 8.34 eV. The SMILES is CC(=O)N(C)P(CCCO)OC#N.C[C@@H]1COC(=O)O1.C[C@@H]1COC(=O)O1.C[C@@H]1COC(=O)O1.C[C@@H]1COC(=O)O1. The charge is 0. The LUMO energy is 0.096 eV. For the total energy, the calculation gives -67425.7411 eV. Its relative energy (zero: lowest compared OMol25 entry of this formula, charge and spin) is 681.2 kJ/mol.



Record 3
Density functional theory data (ωB97M-V/def2-TZVPD) for a structure of composition C9H13CrO7P.

Cartesian coordinates (Å):
Cr: -1.461 -1.727 -0.916
C: 0.342 -1.938 -0.671
O: 1.498 -2.054 -0.502
C: -2.017 -3.407 -1.475
O: -2.360 -4.481 -1.803
C: -1.427 -0.227 -1.980
O: -1.330 0.748 -2.624
C: -1.839 -1.267 0.822
O: -2.000 -0.968 1.944
C: -4.884 0.819 -0.225
H: -4.835 1.068 0.843
H: -4.664 1.631 -0.930
C: -5.224 -0.407 -0.644
H: -5.297 -0.652 -1.711
H: -5.466 -1.208 0.067
C: 2.184 1.461 -1.702
O: 1.203 1.348 -0.666
P: 1.281 1.782 0.926
O: 2.831 2.235 1.202
C: 4.028 1.446 1.003
O: 1.058 0.337 1.664
C: 1.887 -0.513 2.467
H: 1.637 1.751 -2.608
H: 2.642 0.478 -1.885
H: 2.963 2.213 -1.488
H: 3.912 0.663 0.235
H: 4.808 2.148 0.688
H: 4.330 0.998 1.959
H: 2.737 -0.906 1.894
H: 2.225 -0.014 3.387
H: 1.239 -1.355 2.731

Its orbital gap (spin up / spin down) is 6.56 / 4.44 eV. As for the spin multiplicity: 5. As for the expectation value of S²: 6.041. The charge is +2. The LUMO energy (spin up / spin down) is -9.297 / -11.430 eV. For the total energy, the calculation gives -61564.1716 eV.



Record 4
Density functional theory data (ωB97M-V/def2-TZVPD) for a cluster of 2 separate species, C6H13N in total.

Cartesian coordinates (Å):
C: 1.454 -0.720 -2.487
C: -1.343 -0.972 0.563
C: -0.078 1.667 -0.072
C: 0.611 1.501 2.232
C: 0.023 -0.629 1.035
C: 0.246 0.839 1.152
N: 0.270 -1.270 -2.403
H: 1.905 -1.043 -3.350
H: -1.408 -0.935 -0.474
H: -1.399 -2.029 0.650
H: -2.149 -0.457 0.906
H: -1.074 1.376 -0.464
H: 0.755 1.494 -0.715
H: -0.087 2.715 0.265
H: -0.116 -1.216 -1.480
H: 0.569 2.629 2.342
H: 1.096 1.046 3.143
H: 0.120 -1.175 1.920
H: 0.895 -1.022 0.417
H: -0.291 -1.799 -3.180

Its orbital gap is 9.26 eV. The charge is 0. The LUMO energy is 0.919 eV. For the total energy, the calculation gives -7918.7699 eV. Its relative energy (zero: lowest compared OMol25 entry of this formula, charge and spin) is 392.0 kJ/mol.



Record 5
Density functional theory data (ωB97M-V/def2-TZVPD) for an isolated molecule of C10H15NO.

Cartesian coordinates (Å):
C: -1.298 2.040 0.659
C: -1.330 1.344 -0.722
N: -0.880 -0.014 -0.764
C: -1.818 -1.043 -0.581
C: -2.380 -1.163 0.812
C: 0.483 -0.252 -0.414
C: 0.929 -1.529 -0.150
C: 2.295 -1.881 -0.033
C: 3.214 -0.903 0.130
C: 2.780 0.397 -0.031
O: 3.684 1.311 0.132
C: 1.450 0.759 -0.344
H: -1.894 1.469 1.412
H: -1.635 3.014 0.635
H: -0.224 2.095 1.144
H: -0.880 2.001 -1.627
H: -2.459 1.262 -0.991
H: -2.715 -0.968 -1.386
H: -1.388 -2.073 -0.949
H: -1.645 -1.603 1.471
H: -3.333 -1.811 0.869
H: -2.718 -0.192 1.206
H: 0.227 -2.320 -0.028
H: 2.703 -2.886 0.200
H: 4.314 -0.992 0.274
H: 3.247 2.135 -0.346
H: 1.272 1.803 -0.579

Its orbital gap is 8.44 eV. The SMILES is CCN(CC)c1cccc(O)c1. The charge is 0. The LUMO energy is 0.773 eV. For the total energy, the calculation gives -14149.0329 eV. Its relative energy (zero: lowest compared OMol25 entry of this formula, charge and spin) is 245.7 kJ/mol.



Record 6
Density functional theory data (ωB97M-V/def2-TZVPD) for a structure of composition C15H19N3O3Os.

Cartesian coordinates (Å):
N: 0.512 -3.068 0.072
C: 0.157 -4.175 0.054
C: -0.047 -5.614 -0.020
H: 0.424 -6.035 -0.917
H: -1.096 -5.910 -0.010
H: 0.434 -6.066 0.852
N: -1.412 1.644 2.438
C: -2.195 2.142 3.140
C: -3.111 2.780 4.067
H: -4.108 2.316 4.016
H: -3.242 3.840 3.814
H: -2.707 2.734 5.075
N: 1.759 2.501 -1.287
C: 2.434 2.510 -2.236
C: 3.269 2.728 -3.406
H: 4.101 3.393 -3.109
H: 2.735 3.237 -4.230
H: 3.654 1.772 -3.796
Os: -0.717 0.333 0.418
C: 0.824 1.438 0.867
O: 1.668 2.018 1.403
C: -0.429 -1.018 1.743
O: -0.113 -1.783 2.557
C: -2.114 -1.017 -0.420
C: -1.248 -0.960 -1.520
C: -0.697 0.262 -1.889
C: -1.274 1.448 -1.406
C: -2.380 1.398 -0.547
C: -2.780 0.164 -0.002
H: -2.269 -1.970 0.101
H: -0.829 -1.871 -1.937
H: 0.192 0.317 -2.527
H: -0.829 2.386 -1.733
H: -2.901 2.301 -0.214
H: -3.560 0.147 0.766
C: 3.191 -0.598 0.260
O: 2.295 -0.464 -0.856
H: 3.872 -1.444 0.075
H: 2.618 -0.798 1.192
H: 3.699 0.364 0.351
H: 2.221 -1.381 -1.199

Its orbital gap (spin up / spin down) is 8.58 / 4.17 eV. As for the spin multiplicity: 5. As for the expectation value of S²: 6.019. The charge is +4. The LUMO energy (spin up / spin down) is -14.540 / -19.142 eV. For the total energy, the calculation gives -28889.2329 eV.